# 1
{"formula": "C27H36N5O3S3V", "method": "the ωB97M-V functional and the def2-TZVPD basis", "gap_ev": [5.794, 5.784], "max_force_ha_per_bohr": 0.01168, "e_homo_ev": [-5.82, -5.82], "s_squared": 2.013, "total_energy_ev": -100371.80200, "charge": 0, "spin_multiplicity": 3, "relative_energy_kcal_mol": 32.0, "species": ["V", "C", "N", "C", "C", "C", "N", "C", "C", "C", "C", "C", "C", "C", "O", "C", "C", "C", "N", "C", "C", "C", "C", "C", "C", "C", "O", "H", "H", "H", "H", "H", "H", "H", "H", "H", "H", "H", "H", "H", "H", "H", "H", "H", "H", "H", "H", "H", "H", "H", "H", "H", "C", "O", "C", "S", "S", "H", "H", "H", "C", "N", "C", "C", "N", "C", "S", "H", "H", "H", "H", "H", "H", "H", "H"], "positions_angstrom": [[-0.063, -0.585, -0.201], [-2.967, -0.116, 0.427], [-2.150, -1.273, 0.017], [-2.228, -2.331, 1.054], [-1.885, -1.932, 2.490], [-0.568, -1.162, 2.686], [0.342, -1.497, 1.615], [1.429, -2.143, 1.810], [2.229, -2.711, 0.752], [3.381, -3.434, 1.103], [4.076, -4.157, 0.164], [3.605, -4.196, -1.153], [2.476, -3.504, -1.532], [1.793, -2.723, -0.590], [0.727, -2.055, -1.009], [-2.687, -1.835, -1.265], [-1.952, -1.441, -2.534], [-1.703, 0.039, -2.753], [-0.593, 0.514, -1.916], [0.132, 1.450, -2.405], [1.281, 2.065, -1.779], [1.970, 3.042, -2.506], [3.111, 3.630, -2.002], [3.584, 3.231, -0.754], [2.926, 2.266, -0.017], [1.766, 1.674, -0.523], [1.152, 0.749, 0.215], [-3.981, -0.444, 0.692], [-3.029, 0.594, -0.394], [-2.514, 0.402, 1.272], [-1.563, -3.133, 0.728], [-3.252, -2.729, 1.048], [-1.831, -2.878, 3.036], [-2.702, -1.365, 2.941], [-0.130, -1.386, 3.665], [-0.746, -0.082, 2.647], [1.753, -2.348, 2.835], [3.710, -3.424, 2.136], [4.968, -4.702, 0.439], [4.139, -4.777, -1.894], [2.112, -3.507, -2.551], [-3.747, -1.555, -1.319], [-2.647, -2.921, -1.178], [-2.541, -1.816, -3.374], [-0.994, -1.955, -2.606], [-2.597, 0.634, -2.531], [-1.438, 0.186, -3.803], [-0.120, 1.843, -3.392], [1.606, 3.308, -3.490], [3.643, 4.375, -2.577], [4.487, 3.677, -0.355], [3.288, 1.947, 0.950], [4.102, -2.447, -4.735], [2.722, -2.620, -5.024], [1.824, -1.696, -4.595], [0.271, -1.972, -5.175], [2.364, -0.382, -3.687], [4.480, -1.522, -5.174], [4.592, -3.310, -5.182], [4.281, -2.410, -3.659], [-2.824, 1.862, 4.207], [-2.761, 3.201, 3.672], [-3.285, 4.347, 4.403], [-2.904, 5.518, 3.488], [-1.805, 4.938, 2.733], [-1.834, 3.582, 2.765], [-0.857, 2.588, 1.854], [-3.595, 1.831, 4.974], [-1.867, 1.563, 4.642], [-3.085, 1.151, 3.422], [-2.812, 4.430, 5.388], [-4.362, 4.261, 4.541], [-2.582, 6.392, 4.050], [-3.736, 5.802, 2.837], [-1.382, 5.384, 1.937]], "forces_ev_per_a": [[0.1, -0.3, -0.5], [-0.1, 0.1, 0.0], [0.2, 0.3, 0.2], [0.0, -0.1, 0.0], [0.0, 0.0, 0.1], [0.1, 0.1, 0.1], [0.2, 0.0, -0.1], [0.0, -0.1, 0.0], [0.0, 0.0, 0.1], [0.1, 0.0, -0.1], [0.0, 0.0, 0.1], [0.0, 0.0, -0.1], [0.2, 0.1, 0.1], [-0.2, -0.1, -0.1], [-0.1, 0.2, 0.2], [-0.1, -0.1, 0.1], [0.0, 0.0, -0.1], [0.0, 0.0, -0.1], [-0.1, 0.0, 0.2], [0.1, 0.0, 0.0], [0.1, 0.0, -0.1], [0.1, 0.0, 0.1], [-0.1, 0.0, -0.1], [0.0, -0.1, 0.1], [0.0, 0.1, -0.1], [-0.1, -0.1, 0.1], [-0.1, -0.1, 0.0], [0.0, 0.0, 0.0], [0.0, 0.0, 0.0], [0.0, 0.0, 0.0], [0.0, 0.0, 0.0], [0.1, 0.0, 0.0], [0.0, 0.0, 0.0], [0.0, 0.0, 0.0], [-0.1, 0.0, 0.0], [0.0, 0.0, 0.0], [-0.1, -0.1, 0.0], [0.0, 0.0, 0.0], [0.0, 0.0, 0.0], [0.0, 0.0, 0.0], [0.0, 0.0, 0.0], [0.0, 0.0, 0.0], [0.0, 0.0, 0.0], [0.0, 0.0, 0.0], [0.0, 0.0, 0.0], [0.0, 0.0, 0.0], [0.0, 0.0, 0.0], [0.0, 0.0, 0.0], [0.0, 0.0, 0.0], [0.0, 0.0, 0.0], [0.0, 0.0, 0.0], [0.0, 0.0, 0.0], [0.0, 0.0, 0.0], [0.0, -0.2, 0.1], [0.2, 0.3, -0.5], [-0.2, -0.1, 0.2], [0.0, 0.0, 0.1], [0.0, 0.0, 0.0], [0.0, 0.0, 0.0], [0.0, 0.0, 0.0], [0.0, 0.0, 0.0], [0.0, 0.0, 0.0], [0.0, 0.1, 0.0], [0.0, 0.0, 0.1], [0.0, -0.1, 0.0], [0.1, 0.0, -0.1], [0.0, 0.0, 0.0], [0.0, 0.0, 0.0], [0.0, 0.0, 0.0], [0.0, 0.0, 0.0], [0.0, 0.0, 0.0], [0.0, 0.0, 0.0], [0.0, 0.0, 0.0], [0.0, 0.0, 0.0], [0.0, 0.0, 0.0]], "mulliken_spin": [1.965, -0.010, -0.028, -0.003, 0.009, -0.028, -0.022, 0.025, 0.018, 0.006, -0.006, 0.007, -0.003, 0.010, 0.012, 0.009, 0.017, 0.005, -0.031, 0.019, 0.033, 0.006, -0.006, 0.006, -0.001, -0.013, -0.023, 0.002, -0.005, 0.025, -0.002, 0.001, 0.000, 0.002, 0.002, 0.003, -0.001, 0.000, 0.000, 0.000, 0.000, -0.003, 0.000, -0.002, -0.002, -0.004, -0.002, 0.003, 0.000, 0.000, 0.000, 0.000, 0.000, 0.000, 0.000, 0.000, 0.003, 0.000, 0.000, 0.000, 0.001, 0.000, 0.000, 0.000, 0.000, 0.001, 0.003, 0.000, 0.000, 0.000, 0.000, 0.000, 0.000, 0.000, 0.000]}

***

# 2
{"formula": "C4H4OS", "method": "the ωB97M-V functional and the def2-TZVPD basis", "gap_ev": 9.735, "max_force_ha_per_bohr": 0.09685, "e_homo_ev": -9.04, "total_energy_ev": -17092.44739, "charge": 0, "spin_multiplicity": 1, "relative_energy_kcal_mol": 62.2, "species": ["C", "C", "C", "C", "O", "S", "H", "H", "H", "H"], "positions_angstrom": [[0.038, -0.530, 0.497], [0.529, 0.562, 1.042], [-0.762, 0.435, -1.625], [0.668, -0.283, -0.866], [-1.106, 0.065, -2.690], [1.473, 1.209, -0.387], [-0.634, -1.385, 0.786], [0.239, 1.082, 1.987], [-1.070, 1.162, -0.943], [0.862, -0.978, -1.688]], "forces_ev_per_a": [[0.6, -2.2, -1.9], [-0.2, 2.5, 1.6], [3.8, -3.0, 0.0], [-4.6, -0.3, -1.9], [-0.8, 0.4, -0.3], [0.0, -0.3, 1.7], [0.8, 1.3, -0.1], [0.7, -0.4, -0.9], [-1.4, 1.9, 1.0], [1.0, 0.0, 0.7]], "nbo_charge": [-0.265, -0.330, 0.472, -0.490, -0.506, 0.269, 0.242, 0.230, 0.123, 0.255]}

***

# 3
{"formula": "C4H11NS2", "method": "the ωB97M-V functional and the def2-TZVPD basis", "gap_ev": 9.270, "max_force_ha_per_bohr": 0.03889, "e_homo_ev": -8.65, "smiles": "CCSSCCN", "total_energy_ev": -27486.74614, "charge": 0, "spin_multiplicity": 1, "relative_energy_kcal_mol": 12.0, "species": ["C", "C", "S", "S", "C", "C", "N", "H", "H", "H", "H", "H", "H", "H", "H", "H", "H", "H"], "positions_angstrom": [[-1.814, -0.801, 1.395], [-1.839, -1.528, 0.020], [-0.198, -1.527, -0.732], [-0.247, 0.158, -2.028], [0.500, 1.503, -0.958], [1.585, 1.111, 0.027], [2.629, 0.308, -0.682], [-1.664, 0.271, 1.353], [-2.850, -0.904, 1.754], [-1.143, -1.363, 2.037], [-2.059, -2.577, 0.193], [-2.534, -0.999, -0.626], [0.882, 2.181, -1.722], [-0.374, 1.941, -0.484], [2.018, 2.026, 0.427], [1.186, 0.458, 0.801], [3.553, 0.399, -0.285], [2.370, -0.655, -0.490]], "forces_ev_per_a": [[-1.5, -1.1, -0.7], [0.7, 1.3, 1.2], [0.0, 0.8, -1.4], [0.7, -0.8, 1.4], [-0.8, -0.4, -0.7], [0.7, -0.9, -1.0], [-0.5, 0.1, 0.3], [0.6, 0.0, -0.2], [0.3, -0.1, 0.4], [0.1, 0.5, 0.3], [-0.4, -0.1, -0.2], [-0.1, -0.5, -0.3], [0.1, 0.1, 0.1], [0.2, 0.3, 0.3], [0.0, 0.0, 0.2], [-0.3, 0.5, 0.4], [0.0, 0.4, 0.2], [0.2, -0.1, -0.4]], "nbo_charge": [-0.617, -0.533, 0.058, 0.070, -0.505, -0.247, -0.842, 0.211, 0.205, 0.210, 0.219, 0.230, 0.224, 0.209, 0.202, 0.191, 0.358, 0.357]}

***

Q: What is the formula in the first record?
A: C27H36N5O3S3V